# 1
The following is a DFT calculation (ωB97M-V/def2-TZVPD) of C2H5Cl2NO3S in the gas phase.

## Properties
- SMILES string: NS(=O)(=O)OCC(Cl)Cl
- LUMO energy: 0.38 eV
- Total charge: 0
- Total energy: -1678.24967 a.u.
- Orbital gap: 11.405 eV
- HOMO: -11.02 eV

Each line ends with the natural charge from an NBO analysis.
Positions of all 14 atoms, in Å:
N1 -1.646 0.012 0.800  -1.085
S1 -0.704 1.372 0.668  2.463
O1 0.182 1.347 1.805  -0.925
O2 -1.477 2.539 0.314  -0.893
O3 0.114 1.017 -0.680  -0.693
C1 1.222 0.122 -0.584  -0.115
C2 0.796 -1.354 -0.658  -0.262
Cl1 -0.163 -1.653 -2.108  -0.008
Cl2 2.258 -2.340 -0.603  -0.002
H1 -1.958 -0.145 1.763  0.416
H2 -2.409 0.017 0.143  0.410
H3 1.862 0.365 -1.431  0.218
H4 1.765 0.302 0.345  0.228
H5 0.158 -1.600 0.227  0.249

---

# 2
The following is a DFT calculation (ωB97M-V/def2-TZVPD) of 2 unconnected molecules or ions with the total composition C2H5Cl2O.

## Properties
- <S²>: 0.754
- Spin multiplicity: 2
- LUMO energy (alpha / beta): 0.75 / -0.77 eV
- Total charge: 0
- Total energy: -1074.75697 a.u.
- Orbital gap (alpha / beta): 9.592 / 10.321 eV
- HOMO (alpha / beta): -8.84 / -11.09 eV

Each line ends with the Löwdin spin population.
Positions of all 10 atoms, in Å:
H1 1.408 0.087 -0.415  0.020
C1 -0.362 -0.539 -0.433  0.606
C2 -1.233 0.123 0.566  0.084
Cl1 -0.590 0.041 2.211  0.000
Cl2 -0.761 -0.553 -2.065  0.174
H2 0.254 -1.391 -0.158  0.022
H3 -1.345 1.174 0.261  0.013
H4 -2.209 -0.384 0.574  0.027
O1 2.337 0.276 -0.092  0.053
H5 2.500 1.168 -0.451  0.001

---

# 3
The following is a DFT calculation (ωB97M-V/def2-TZVPD) of C2H5Cl3P2 in the gas phase.

## Properties
- SMILES string: P[C@H](Cl)C(P)(Cl)Cl
- LUMO energy: 0.56 eV
- Total charge: 0
- Total energy: -2142.42621 a.u.
- Orbital gap: 10.549 eV
- HOMO: -9.99 eV

Each line ends with the natural charge from an NBO analysis.
Positions of all 12 atoms, in Å:
P1 1.664 0.865 0.412  0.329
C1 0.309 -0.388 0.738  -0.539
Cl1 1.163 -1.930 1.124  -0.050
C2 -0.639 -0.596 -0.462  -0.346
P2 -1.675 0.939 -0.673  0.336
Cl2 -1.577 -2.026 -0.133  0.037
Cl3 0.362 -0.863 -1.955  -0.034
H1 1.067 1.864 1.348  -0.009
H2 2.619 0.504 1.351  0.005
H3 -0.414 -0.416 1.568  0.257
H4 -0.635 1.590 -1.396  0.001
H5 -2.244 0.456 -1.923  0.013

---

# 4
The following is a DFT calculation (ωB97M-V/def2-TZVPD) of C2H5Cl3Si2 in the gas phase.

## Properties
- LUMO energy (alpha / beta): -1.08 / -1.08 eV
- Total charge: 0
- Total energy: -2038.82177 a.u.
- Orbital gap (alpha / beta): 7.026 / 7.032 eV
- HOMO (alpha / beta): -8.11 / -8.11 eV

Each line ends with the natural charge from an NBO analysis.
Positions of all 12 atoms, in Å:
C1 1.511 0.821 0.552  -1.162
C2 -1.027 -0.705 -0.285  -1.413
Si1 -1.228 1.111 -0.659  1.290
Si2 0.925 -0.868 0.144  1.511
Cl1 -2.396 2.066 0.623  -0.317
Cl2 0.883 -2.136 1.802  -0.395
Cl3 1.809 -1.998 -1.332  -0.371
H1 1.995 1.465 -0.073  0.214
H2 1.734 1.126 1.576  0.240
H3 -1.568 -0.750 0.775  0.281
H4 -1.477 -1.430 -0.969  0.268
H5 -1.161 1.298 -2.154  -0.146

---

# 5
The following is a DFT calculation (ωB97M-V/def2-TZVPD) of 2 unconnected molecules or ions with the total composition C2H5Cl4N2OP.

## Properties
- SMILES string: CN(NC(Cl)(Cl)Cl)P=O.Cl
- LUMO energy: -0.36 eV
- Total charge: 0
- Total energy: -2446.00935 a.u.
- Orbital gap: 9.178 eV
- HOMO: -9.53 eV

Each line ends with the natural charge from an NBO analysis.
Positions of all 15 atoms, in Å:
C1 -0.102 0.731 -0.124  -0.476
N1 1.350 0.348 -0.190  -0.606
N2 1.963 -0.009 -1.337  -0.523
C2 2.306 0.982 -2.324  0.050
Cl1 3.753 1.718 -1.583  -0.001
Cl2 0.932 2.010 -2.612  0.034
Cl3 2.921 0.393 -3.932  0.015
P1 2.409 0.578 1.142  1.493
O1 1.367 0.596 2.152  -1.050
H1 -0.394 0.329 0.943  0.252
H2 -0.143 1.794 0.118  0.222
H3 -0.579 0.163 -1.003  0.226
H4 1.665 -0.819 -1.882  0.375
Cl4 4.031 -1.714 0.383  -0.307
H5 4.755 -2.840 -0.053  0.296

---

# 6
The following is a DFT calculation (ωB97M-V/def2-TZVPD) of a molecular structure, C2H5ClFN3O.

## Properties
- LUMO energy: 0.60 eV
- Total charge: 0
- Total energy: -878.54862 a.u.
- Orbital gap: 10.283 eV
- HOMO: -9.68 eV

Each line ends with the natural charge from an NBO analysis.
Positions of all 13 atoms, in Å:
C1 -0.279 -0.210 0.012  0.291
C2 1.161 -0.442 0.450  0.091
H1 1.167 1.801 -0.481  0.347
H2 -0.056 2.913 -0.526  0.374
H3 -0.870 -1.881 0.988  0.384
H4 -2.646 -0.320 -0.334  0.459
H5 1.626 0.438 1.083  0.254
N1 0.361 2.009 0.135  -0.677
N2 -0.709 0.963 -0.100  -0.309
N3 -0.850 -1.490 -0.165  -0.304
O1 -2.170 -1.289 -0.892  -0.548
F1 1.192 -1.794 0.841  -0.350
Cl1 2.071 -0.699 -1.010  -0.010

---

# 7
The following is a DFT calculation (ωB97M-V/def2-TZVPD) of C2H5ClN2 in the gas phase.

## Properties
- SMILES string: N/N=C\CCl
- LUMO energy: 0.73 eV
- Total charge: 0
- Total energy: -648.78615 a.u.
- Orbital gap: 9.927 eV
- HOMO: -9.19 eV

Each line ends with the natural charge from an NBO analysis.
Positions of all 10 atoms, in Å:
N1 1.660 -0.289 0.075  -0.643
N2 0.987 0.929 0.055  -0.233
C1 -0.356 0.925 -0.136  -0.023
C2 -1.058 -0.520 -0.003  -0.472
Cl1 -2.761 0.192 -0.008  -0.072
H1 2.705 -0.190 -0.099  0.374
H2 1.312 -0.845 -0.666  0.335
H3 -0.973 1.841 -0.002  0.232
H4 -0.656 -1.454 -0.507  0.250
H5 -0.861 -0.590 1.290  0.251

---

# 8
The following is a DFT calculation (ωB97M-V/def2-TZVPD) of 2 unconnected molecules or ions with the total composition C2H5ClN2O.

## Properties
- LUMO energy: 0.30 eV
- Total charge: 0
- Total energy: -723.95516 a.u.
- Orbital gap: 7.044 eV
- HOMO: -6.74 eV

Each line ends with the natural charge from an NBO analysis.
Positions of all 11 atoms, in Å:
C1 0.580 -0.411 0.072  0.686
C2 -1.133 1.214 -0.071  -0.282
N1 2.556 -0.895 -0.003  -0.655
N2 -0.212 -1.461 0.060  -0.800
O1 0.237 0.827 0.026  -0.459
Cl1 3.394 0.507 0.082  0.089
H1 -1.493 1.066 -1.093  0.196
H2 -1.164 2.272 0.178  0.220
H3 -1.763 0.654 0.627  0.179
H4 0.221 -2.366 0.113  0.435
H5 -1.223 -1.407 0.010  0.390

---

# 9
The following is a DFT calculation (ωB97M-V/def2-TZVPD) of C2H5ClN2O2 in the gas phase.

## Properties
- SMILES string: C[C@H](Cl)/[N+]([O-])=N/O
- LUMO energy: 0.78 eV
- Total charge: 0
- Total energy: -799.22386 a.u.
- Orbital gap: 10.599 eV
- HOMO: -9.82 eV

Each line ends with the natural charge from an NBO analysis.
Positions of all 12 atoms, in Å:
C1 1.704 0.420 -0.450  -0.667
C2 0.622 -0.265 0.342  -0.077
Cl1 0.827 -2.006 0.301  0.004
N1 -0.850 0.176 -0.181  0.299
O1 -0.951 0.987 -1.080  -0.442
N2 -1.650 -0.407 0.516  0.015
O2 -3.041 -0.037 0.308  -0.570
H1 1.893 0.067 -1.498  0.239
H2 2.622 0.230 -0.036  0.233
H3 1.806 1.456 -0.531  0.246
H4 0.635 -0.083 1.401  0.230
H5 -3.618 -0.537 0.908  0.489

---

# 10
The following is a DFT calculation (ωB97M-V/def2-TZVPD) of a molecular structure, C2H5ClNO2S.

## Properties
- LUMO energy (alpha / beta): 3.19 / 3.19 eV
- Total charge: -1
- Total energy: -1142.83177 a.u.
- Orbital gap (alpha / beta): 8.620 / 8.621 eV
- HOMO (alpha / beta): -5.43 / -5.43 eV

Each line ends with the natural charge from an NBO analysis.
Positions of all 12 atoms, in Å:
C1 0.166 -0.164 0.590  -0.641
C2 -0.591 0.073 -0.676  -0.259
N1 -1.966 0.447 -0.559  -0.795
O1 -2.136 -2.014 0.187  -0.951
O2 -4.064 -0.731 0.221  -0.927
S1 -2.654 -0.674 0.332  2.230
Cl1 -2.558 -0.754 2.919  -0.660
H1 1.233 -0.271 0.354  0.188
H2 0.063 0.588 1.326  0.213
H3 -0.070 -1.059 1.242  0.243
H4 -0.036 0.921 -1.212  0.174
H5 -0.527 -0.833 -1.285  0.184

---

The records above give, respectively, relative energy (zero: lowest compared OMol25 entry of this formula, charge and spin) values of 0.023 0.000 0.035 2.873 1.741 3.442 3.204 4.924 2.185 1.413 eV.